The following is a quantum chemistry calculation of a cluster of 12 separate species, C4H34N2O11 in total, from the Open Molecules 2025 dataset.

Summary:
Structure (SMILES)   CCCNCN.O.O.O.O.O.O.O.O.O.O.O
Largest force on an atom   7.0 eV/A
Kohn-Sham gap   0.3235 hartree

Each atom is followed by the atoms it is bonded to, with distances in Å.
Geometry (Å):
1 O 3.30 0.02 -0.53  H11 0.957, H51 0.992
2 N -0.17 0.49 2.12  C6 1.562, C19 1.553, H31 1.062
3 H 0.73 -3.60 -1.47  O40 0.958
4 C 1.56 -2.58 2.40  H21 1.139, H28 1.011, C30 1.534, H32 1.124
5 H -1.59 -1.14 3.65  O48 0.872
6 C 1.19 -0.14 2.56  N2 1.562, C30 1.437, H36 1.258, H42 1.116
7 H 0.83 1.58 -3.61  O20 0.985
8 H -2.21 1.05 0.50  O35 0.998
9 H -2.52 -0.34 -3.45  O39 0.929
10 H 1.62 3.18 -0.74  O33 0.941
11 H 3.58 -0.85 -0.82  O1 0.957
12 O 1.66 -0.43 -2.57  H22 0.989, H47 0.900
13 O -2.36 -1.50 -1.59  H15 0.980, H17 0.957
14 O -1.35 -3.30 1.17  H45 0.921, H49 0.891
15 H -1.85 -0.78 -1.17  O13 0.980
16 N 0.48 2.91 1.95  C19 1.477, H24 0.939, H43 0.961
17 H -2.14 -2.26 -1.04  O13 0.957
18 H 0.95 -2.84 -0.14  O40 1.063
19 C -0.43 1.95 2.59  N2 1.553, N16 1.477, H27 1.122, H37 1.005
20 O 0.19 2.03 -3.01  H7 0.985, H38 1.024
21 H 2.06 -3.36 1.73  C4 1.139
22 H 1.63 -1.41 -2.48  O12 0.989
23 H -2.03 2.20 -2.50  O26 1.019
24 H 0.30 3.16 1.06  N16 0.939
25 H -1.76 -1.22 2.31  O48 0.886
26 O -2.35 2.79 -1.72  H23 1.019, H50 1.002
27 H -1.50 2.10 2.29  C19 1.122
28 H 0.66 -2.95 2.68  C4 1.011
29 H 0.80 2.98 -1.93  O33 0.961
30 C 1.68 -1.21 1.73  C4 1.534, C6 1.437, H41 1.089, H44 1.192
31 H -0.08 0.65 1.07  N2 1.062
32 H 2.24 -2.47 3.28  C4 1.124
33 O 0.82 3.49 -1.12  H10 0.941, H29 0.961
34 H -1.21 -0.90 -3.12  O39 0.954
35 O -1.68 0.72 -0.27  H8 0.998, H46 1.035
36 H 2.01 0.75 2.23  C6 1.258
37 H -0.33 1.95 3.59  C19 1.005
38 H -0.58 1.38 -3.18  O20 1.024
39 O -1.62 -0.10 -3.43  H9 0.929, H34 0.954
40 O 1.42 -3.07 -1.07  H3 0.958, H18 1.063
41 H 1.30 -1.18 0.71  C30 1.089
42 H 1.21 -0.58 3.59  C6 1.116
43 H 1.20 3.36 2.40  N16 0.961
44 H 2.85 -1.12 1.51  C30 1.192
45 H -2.23 -3.35 0.88  O14 0.921
46 H -2.00 1.43 -0.95  O35 1.035
47 H 2.12 -0.04 -1.91  O12 0.900
48 O -1.94 -1.68 3.05  H5 0.872, H25 0.886
49 H -1.37 -3.05 2.02  O14 0.891
50 H -1.61 3.45 -1.58  O26 1.002
51 H 4.10 0.51 -0.85  O1 0.992

Results of the Löwdin charge analysis, in e, for atoms 1 through 5: -0.058, -0.072, 0.032, -0.105, -0.027